1.
A 2-piece molecular cluster, C3H11N2S overall. Source: the OMol25 dataset; level of theory: wB97M-V/def2-TZVPD.

As for the frontier orbital gap (alpha / beta): 0.2003 / 0.3642 Ha. For the largest force on an atom, the calculation gives 0.05062 Eh/bohr. Its multiplicity is 2. The energy above the lowest of the compared OMol25 structures with the same formula, charge and spin comes out at 37.6 kJ/mol. The expectation value of S² is 0.753.

Geometry as XYZ:
```
17
Properties=species:S:1:pos:R:3:forces:R:3
C -0.3923 -1.5916 -1.8886 0.441 0.307 -0.196
C -0.3868 -0.0689 -2.0488 0.115 -0.141 0.150
S 1.2885 0.5774 -1.6777 -0.096 -0.093 -0.370
H -0.4657 -1.9118 -0.8523 0.014 0.047 0.062
H 0.5393 -1.9731 -2.3145 -0.080 -0.181 0.074
H -1.2041 -2.0207 -2.4666 -0.213 -0.073 0.072
H -0.6455 0.1667 -3.0780 0.049 0.211 0.023
H -1.0815 0.4122 -1.3649 -0.164 -0.032 -0.100
H 1.1270 1.8162 -2.1650 -0.047 -0.038 0.101
N 0.8497 -0.1718 1.5713 -0.260 -1.179 0.536
C 0.0655 0.9171 1.9404 0.853 0.667 -2.367
N -0.4510 1.1890 3.1663 -0.296 -0.056 1.272
H 1.2982 -0.7845 2.2167 -0.002 0.033 0.638
H 1.2898 -0.2064 0.6759 -0.046 0.597 -0.234
H -0.3476 1.4274 1.0792 -0.100 0.109 0.301
H -1.4232 1.4480 3.2080 -0.032 -0.260 0.244
H -0.0605 0.7750 3.9987 -0.136 0.080 -0.206
```
Positions in Å, forces in eV/Å.

2.
One molecule with the formula C5H4N2. Source: the OMol25 dataset; level of theory: wB97M-V/def2-TZVPD.

As for the frontier orbital gap: 0.3687 Ha. For the largest force on an atom, the calculation gives 0.01007 Eh/bohr. The energy above the lowest of the compared OMol25 structures with the same formula, charge and spin comes out at 179.5 kJ/mol. The SMILES is C#Cc1cc[nH]n1.

Geometry as XYZ:
```
11
Properties=species:S:1:pos:R:3:forces:R:3
C 0.1281 2.0394 -2.2253 -0.031 -0.368 0.289
C -0.0327 1.2030 -1.3737 0.149 0.316 -0.382
C -0.1199 0.2013 -0.3538 0.094 0.026 0.030
C 0.3452 0.2985 0.9823 0.098 -0.094 0.075
C 0.1026 -0.9399 1.5216 -0.055 -0.030 -0.113
N -0.4712 -1.6674 0.5391 -0.036 -0.174 -0.056
N -0.6119 -1.0101 -0.6098 0.036 0.325 0.040
H 0.3044 2.7445 -3.0079 -0.111 -0.082 0.184
H 0.8301 1.1304 1.4665 -0.118 0.005 -0.110
H 0.2919 -1.3746 2.4909 -0.002 0.148 -0.044
H -0.7666 -2.6251 0.5700 -0.024 -0.072 0.088
```
Positions in Å, forces in eV/Å.

3.
C18H20MgN2O3S3 as an isolated structure. Source: the OMol25 dataset; level of theory: wB97M-V/def2-TZVPD.

As for the frontier orbital gap: 0.3014 Ha. For the largest force on an atom, the calculation gives 0.00344 Eh/bohr. The energy above the lowest of the compared OMol25 structures with the same formula, charge and spin comes out at 7.4 kJ/mol.

Geometry as XYZ:
```
47
Properties=species:S:1:pos:R:3:forces:R:3
Mg -2.0653 0.3515 0.2244 -0.004 -0.094 -0.037
O -2.1299 -0.0019 -1.7142 0.039 -0.137 0.080
N -3.1604 -0.6806 -2.2077 0.018 0.042 -0.032
C -3.0524 -1.0709 -3.4977 -0.006 0.033 -0.022
C -4.0479 -1.7617 -4.1251 0.024 0.008 -0.011
C -5.2003 -2.0697 -3.3966 -0.017 -0.014 0.019
C -5.2907 -1.6773 -2.0884 -0.035 0.008 -0.023
C -4.2588 -0.9612 -1.4500 0.021 -0.046 0.057
S -4.3695 -0.4954 0.1955 0.001 0.003 -0.025
H -2.1212 -0.7793 -3.9573 -0.001 -0.001 -0.002
H -3.9246 -2.0539 -5.1569 0.003 0.002 -0.001
H -6.0113 -2.6175 -3.8570 -0.002 0.000 0.000
H -6.1614 -1.9058 -1.4917 -0.002 0.005 0.000
S -2.7501 2.8514 0.1128 0.036 0.055 0.070
C -1.4423 3.5670 -0.6407 -0.012 -0.021 -0.026
N -0.1922 3.1331 -0.6830 -0.018 -0.055 -0.045
C 0.7017 3.8020 -1.6137 0.007 0.024 -0.005
C 0.1730 5.2254 -1.7277 -0.001 -0.008 -0.004
S -1.6274 5.0476 -1.5541 -0.013 0.046 0.016
H 0.0440 2.2356 -0.2520 0.051 0.103 0.074
H 0.6731 3.2958 -2.5834 0.000 0.000 -0.001
H 1.7226 3.7780 -1.2355 -0.002 0.001 0.006
H 0.4082 5.6784 -2.6871 0.004 -0.003 -0.001
H 0.5471 5.8583 -0.9242 0.002 -0.002 -0.002
C 5.1722 -2.3412 3.0451 -0.004 0.001 -0.002
C 3.8437 -1.8168 2.5724 0.000 0.000 0.002
C 2.7272 -1.8514 3.3951 -0.005 -0.013 -0.002
C 1.4825 -1.4081 2.9618 -0.006 -0.007 0.000
C 0.3001 -1.4835 3.8908 0.011 0.008 0.008
C 1.3738 -0.8841 1.6712 0.006 0.014 -0.007
C 2.4866 -0.8215 0.8249 -0.005 0.015 0.000
C 2.3944 -0.2686 -0.5741 -0.009 -0.033 -0.003
C 3.7024 -1.3044 1.2884 0.005 0.021 0.006
C 0.0487 -0.3941 1.1873 0.027 -0.118 0.008
O -0.9744 -1.1136 1.2680 -0.086 0.061 0.056
O -0.0508 0.7692 0.6758 -0.037 0.092 -0.147
H 5.1942 -2.4402 4.1297 0.001 0.000 0.000
H 5.9862 -1.6805 2.7448 0.000 -0.001 0.000
H 5.3736 -3.3251 2.6163 0.000 -0.001 0.001
H 2.8218 -2.2405 4.4030 0.000 0.000 0.000
H 0.6199 -1.7891 4.8860 0.004 0.002 0.000
H -0.4393 -2.1931 3.5226 -0.002 -0.002 0.003
H -0.2005 -0.5174 3.9763 -0.010 -0.010 -0.005
H 2.2445 0.8109 -0.5575 0.019 0.013 0.000
H 1.5550 -0.7005 -1.1220 -0.002 0.020 0.001
H 3.3093 -0.4823 -1.1254 -0.002 -0.006 0.000
H 4.5649 -1.2733 0.6307 -0.001 -0.002 -0.001
```
Positions in Å, forces in eV/Å.

4.
C16H29Cl2N2O10Tl as an isolated structure. Source: the OMol25 dataset; level of theory: wB97M-V/def2-TZVPD.

As for the frontier orbital gap (alpha / beta): 0.2647 / 0.1432 Ha. For the largest force on an atom, the calculation gives 0.09087 Eh/bohr. Its multiplicity is 2. The expectation value of S² is 0.759. The charge is +1.

Geometry as XYZ:
```
60
Properties=species:S:1:pos:R:3:forces:R:3
Tl 3.1834 2.0642 3.0292 -0.668 0.365 -0.216
C -0.4259 -0.3006 0.3975 1.142 1.796 2.042
C 0.7396 0.3143 1.2504 -1.181 -1.531 0.154
O 1.6229 1.0888 0.7033 -0.555 -0.853 1.179
O 0.8949 -0.0120 2.4730 0.645 1.719 -2.570
H -0.0859 -0.5680 -0.6030 -0.257 -0.415 0.424
H -1.2309 0.4340 0.3796 0.165 0.409 -0.511
H -0.8494 -0.9830 1.1344 0.210 -1.006 -0.706
C 2.7359 -2.8450 2.6033 -0.677 1.761 -0.932
C 2.9947 -3.4408 1.2197 1.498 0.617 0.932
O 1.8744 -4.2079 1.0740 -2.260 -2.056 -0.268
C 1.1643 -4.4187 2.2601 -1.782 -2.360 -2.156
O 0.1825 -5.1727 2.2930 3.149 2.754 0.374
O 1.7317 -3.7005 3.2015 0.763 0.379 0.979
H 2.2292 -1.9111 2.3602 -0.221 0.154 0.571
H 3.5799 -2.5508 3.2273 -0.141 -0.972 0.286
H 3.9508 -3.9622 1.1740 -0.202 -0.724 -0.016
H 3.0296 -2.7259 0.3976 -0.091 0.368 0.245
C -3.3769 -4.4714 1.9721 2.111 -2.919 -1.587
C -2.5828 -3.9291 0.7630 -0.610 -0.487 0.242
O -3.0298 -2.5869 0.7210 -0.467 1.506 0.730
C -3.7242 -2.2871 1.8685 -0.906 -0.917 0.400
O -4.2658 -1.2746 2.1697 0.814 0.343 -0.651
O -3.8306 -3.4063 2.6592 -0.481 2.509 0.274
H -2.6913 -5.0673 2.5745 -0.302 -0.155 0.198
H -4.1549 -5.1016 1.5411 -0.412 0.023 0.555
H -2.9558 -4.4439 -0.1224 0.506 0.168 -0.177
H -1.4977 -3.9660 0.8591 -0.113 -0.069 -0.014
C -0.2572 5.0937 3.3006 0.010 -0.505 -1.299
C 0.1552 4.5271 1.9063 2.776 -2.212 3.039
O 1.1747 3.7684 1.8686 -0.939 0.634 0.069
N -0.6036 4.7394 0.8834 -1.237 2.590 0.555
C -0.5144 4.2332 -0.4080 -0.331 -1.694 -2.680
H -1.1895 5.6583 3.3117 0.333 0.532 -0.270
H 0.6205 5.6193 3.6767 -0.372 0.118 0.244
H -0.5163 4.2466 3.9357 0.488 -0.202 -0.020
H -1.1467 5.5723 1.0605 -0.655 -0.223 -0.523
H -1.5090 3.9928 -0.7836 -0.230 -0.202 0.291
H 0.0527 3.3031 -0.4432 0.067 0.096 0.273
H -0.1457 4.8394 -1.2355 0.567 0.678 0.587
C -0.4247 0.1597 -5.0395 0.425 -0.618 0.306
C -1.6708 0.3390 -4.1964 -1.033 -0.692 -1.265
O -2.7200 0.6763 -4.7498 1.108 -0.030 1.453
N -1.5777 -0.0211 -2.8578 -1.399 0.496 -0.953
C -2.8004 0.1232 -2.0393 0.443 0.018 0.941
H -0.6038 -0.3128 -6.0054 -0.693 0.420 -0.006
H 0.2401 -0.5729 -4.5818 0.443 0.389 0.354
H 0.0664 1.1176 -5.2105 0.079 -0.141 0.059
H -0.7070 -0.4162 -2.5322 -0.462 0.111 -0.020
H -2.7871 -0.4625 -1.1201 0.554 -0.311 -0.105
H -3.7488 -0.1750 -2.4863 0.475 0.088 -0.754
H -2.8990 1.1506 -1.6887 -0.124 0.204 -0.263
Cl 1.6225 1.8796 -3.0715 0.704 0.067 0.339
C 3.1702 2.2454 -2.1887 0.715 -0.754 -0.814
C 4.0676 0.9337 -2.0598 -1.834 0.652 0.052
Cl 4.4556 0.1841 -3.6220 0.139 0.401 -0.259
H 2.7987 2.7478 -1.2956 0.555 -0.570 0.412
H 3.7466 2.9807 -2.7500 -0.301 -0.021 -0.245
H 3.4270 0.1693 -1.6199 0.354 0.130 0.601
H 5.0119 1.0921 -1.5389 -0.298 0.147 0.120
```
Positions in Å, forces in eV/Å.

5.
C4F12K3O12S4 as an isolated structure. Source: the OMol25 dataset; level of theory: wB97M-V/def2-TZVPD.

As for the frontier orbital gap: 0.2554 Ha. For the largest force on an atom, the calculation gives 0.03881 Eh/bohr. The charge is -1.

Geometry as XYZ:
```
35
Properties=species:S:1:pos:R:3:forces:R:3
K 37.7515 -5.8841 -9.5075 0.082 -0.098 -0.800
K 31.1586 -7.5472 -7.4485 0.484 -0.236 -0.139
K 34.0083 -2.9377 -8.2320 -0.427 -0.071 -0.707
C 35.0794 -9.9626 -5.6638 -1.245 -1.461 0.546
F 34.8149 -9.3946 -6.8336 0.240 0.973 -0.337
F 36.3171 -10.4410 -5.6937 0.356 -0.003 -0.049
F 35.0058 -9.0635 -4.6748 0.208 0.599 -0.071
S 33.7773 -11.2871 -5.4195 -1.151 -0.388 -0.138
O 32.5468 -10.5318 -5.1220 0.883 0.230 -0.102
O 33.7380 -11.9084 -6.7250 0.264 0.028 -0.062
O 34.2495 -12.1247 -4.3424 0.208 0.408 0.065
C 30.1720 -3.9676 -10.4974 0.545 1.594 0.640
F 28.8921 -3.9056 -10.1343 -0.350 -0.215 -0.334
F 30.7819 -4.7567 -9.5884 0.193 -0.387 0.240
F 30.3021 -4.5171 -11.6815 -0.214 -0.288 -0.366
S 30.9291 -2.2299 -10.4216 0.068 1.472 0.280
O 32.3699 -2.4785 -10.3283 0.121 -0.644 0.545
O 30.5666 -1.5485 -11.6360 -0.353 -0.678 -0.120
O 30.3624 -1.6319 -9.2143 0.310 -0.996 -0.267
C 37.8307 -4.5454 -14.4595 1.354 -0.514 0.522
F 36.6647 -4.4792 -13.8413 -0.639 0.040 -0.084
F 37.6967 -5.1843 -15.6161 -0.258 -0.359 -0.240
F 38.2367 -3.3128 -14.7531 0.013 0.496 0.137
S 39.0796 -5.4164 -13.3214 0.444 0.201 1.110
O 38.9433 -6.8321 -13.5928 -0.188 0.477 -0.193
O 40.3791 -4.8230 -13.5742 -0.668 -0.190 -0.467
O 38.5646 -5.0238 -11.9890 -0.181 -0.261 -0.109
C 33.9150 -6.4501 -11.3188 -0.677 0.356 0.834
F 33.8899 -7.6905 -11.7725 0.311 -0.295 -0.227
F 34.6692 -5.6771 -12.0666 0.436 -0.063 -0.307
F 32.6595 -5.9894 -11.3726 -0.057 0.152 -0.006
S 34.4929 -6.4367 -9.5303 0.104 -0.084 -1.847
O 33.2404 -6.5796 -8.8068 0.178 0.211 0.719
O 35.3953 -7.5770 -9.5016 0.020 1.174 0.628
O 35.1341 -5.0932 -9.4146 -0.413 -1.180 0.708
```
Positions in Å, forces in eV/Å.

6.
One molecule with the formula C3H4N2O2. Source: the OMol25 dataset; level of theory: wB97M-V/def2-TZVPD.

As for the frontier orbital gap: 0.3714 Ha. For the largest force on an atom, the calculation gives 0.06522 Eh/bohr. The energy above the lowest of the compared OMol25 structures with the same formula, charge and spin comes out at 451.9 kJ/mol. The SMILES is Cn1oncc1=O.

Geometry as XYZ:
```
11
Properties=species:S:1:pos:R:3:forces:R:3
C -1.6770 -0.3064 0.0893 2.105 -0.983 0.907
N -0.2319 -0.1313 -0.4350 -2.519 -1.204 1.858
O 0.4408 -1.3439 -0.1546 0.000 0.571 -0.603
N 1.7324 -1.0120 -0.0207 0.926 -1.757 0.335
C 1.8730 0.2388 0.0368 2.362 1.360 0.078
C 0.6085 0.9140 -0.0624 -1.293 0.193 -1.466
O 0.2720 2.0684 -0.0992 0.129 0.690 0.589
H -1.6437 -0.8907 1.1478 -0.142 1.750 -2.491
H -2.1008 0.6929 0.0818 -0.080 -0.049 0.408
H -2.1707 -0.9268 -0.6545 -0.123 -0.014 0.177
H 2.8976 0.6969 0.0706 -1.363 -0.556 0.207
```
Positions in Å, forces in eV/Å.

7.
A 3-piece molecular cluster, C4H13NO2 overall. Source: the OMol25 dataset; level of theory: wB97M-V/def2-TZVPD.

As for the frontier orbital gap: 0.3124 Ha. For the largest force on an atom, the calculation gives 0.09857 Eh/bohr. The energy above the lowest of the compared OMol25 structures with the same formula, charge and spin comes out at 169.7 kJ/mol. The SMILES is C/C=C(/C)N.O.O.

Geometry as XYZ:
```
20
Properties=species:S:1:pos:R:3:forces:R:3
C 1.7192 1.5107 -0.0546 1.614 -0.159 -2.004
C 0.2612 1.2604 0.1058 -1.289 -1.008 -0.114
C -0.3603 0.0525 -0.0830 0.628 1.955 1.009
C -1.8684 -0.0781 0.0837 -0.690 4.640 1.920
N 0.3634 -1.1100 -0.3642 2.391 0.279 -1.002
H 2.2415 0.5985 -0.6094 -0.757 1.828 1.524
H 1.9381 2.3695 -0.8227 -0.441 -1.262 1.619
H 2.2073 1.7554 0.9281 -0.127 -0.305 -1.055
H -0.3693 2.0917 0.4680 0.348 -0.481 -0.485
H -2.1206 -1.0596 0.0746 -1.111 -2.976 0.057
H -2.4976 0.4797 -0.6704 1.128 -0.791 0.346
H -2.3071 0.4500 1.1208 1.575 -1.628 -2.426
H 1.4274 -1.0628 -0.5221 -2.728 0.026 0.653
H 0.0378 -2.0215 -0.1274 -0.434 -0.193 0.051
O 0.5433 -1.1596 3.3498 -1.532 -0.789 0.682
H 0.2847 -1.5123 2.5023 -0.147 -0.072 -0.410
H 1.3592 -0.7434 3.1972 1.677 0.915 -0.299
O -0.8820 -0.0816 -3.0563 1.204 0.854 0.141
H -0.2641 -0.7819 -2.8257 -0.304 -0.646 0.043
H -0.2824 0.6639 -2.8240 -1.004 -0.186 -0.252
```
Positions in Å, forces in eV/Å.

8.
One molecule with the formula C3H5NO. Source: the OMol25 dataset; level of theory: wB97M-V/def2-TZVPD.

As for the frontier orbital gap: 0.4019 Ha. For the largest force on an atom, the calculation gives 0.01206 Eh/bohr. The energy above the lowest of the compared OMol25 structures with the same formula, charge and spin comes out at 249.8 kJ/mol. The SMILES is COC1=NC1.

Geometry as XYZ:
```
10
Properties=species:S:1:pos:R:3:forces:R:3
C -1.3686 0.9348 0.5344 -0.162 0.108 0.203
O -0.6443 0.5005 -0.6273 0.137 -0.275 -0.046
C 0.5347 -0.0469 -0.3879 0.396 -0.074 0.247
N 1.5616 0.0463 0.3220 -0.595 0.141 -0.104
C 1.3885 -1.1705 -0.6301 0.086 -0.295 -0.251
H -1.2306 2.0038 0.7182 0.081 -0.174 -0.067
H -1.0497 0.3552 1.4060 -0.057 0.172 -0.103
H -2.4165 0.7256 0.3126 0.125 0.113 0.097
H 2.0228 -1.2229 -1.5141 -0.038 0.112 0.173
H 1.2021 -2.1259 -0.1337 0.027 0.170 -0.150
```
Positions in Å, forces in eV/Å.